# 1
The following is a DFT calculation (ωB97M-V/def2-TZVPD) of 6 unconnected molecules or ions with the total composition C18H48O6.

Electronic energy = -1166.02838 Eh
Lowest unoccupied orbital energy = 0.3771 eV
F_max = 1.014 eV Å⁻¹
SMILES string = CC(C)O.CC(C)O.CC(C)O.CC(C)O.CC(C)O.CC(C)O

Geometry (Å):
C  4.17271  3.95699  2.81610
C  4.04371  3.46713  1.39306
C  4.71577  2.12058  1.21042
O  2.64889  3.40275  1.00980
H  3.68074  4.91930  2.95171
H  5.23479  4.07303  3.05677
H  3.75714  3.23858  3.52485
H  4.43299  4.21749  0.70559
H  5.79989  2.26426  1.17720
H  4.38066  1.55913  0.34418
H  4.54974  1.53815  2.12192
H  2.22611  2.63278  1.41130
C  -2.63143  -4.36802  -1.93258
C  -2.72747  -5.82372  -1.53178
C  -4.14647  -6.32872  -1.60784
O  -1.90846  -6.64558  -2.38554
H  -3.20364  -4.18295  -2.84621
H  -1.59766  -4.05681  -2.09027
H  -3.09261  -3.73236  -1.17352
H  -2.30131  -5.94751  -0.53274
H  -4.27836  -7.25921  -1.05092
H  -4.40155  -6.51967  -2.64917
H  -4.85974  -5.61963  -1.18014
H  -1.56113  -6.10165  -3.09746
C  -0.89073  -0.96478  -0.27231
C  0.23781  0.01962  -0.00315
C  0.15230  1.25734  -0.85914
O  0.18446  0.47281  1.36313
H  -1.84899  -0.44935  -0.22353
H  -0.79759  -1.82191  0.39384
H  -0.79179  -1.34239  -1.29681
H  1.21228  -0.46226  -0.14551
H  -0.02054  0.98242  -1.90160
H  1.08867  1.81431  -0.80491
H  -0.65380  1.90179  -0.50928
H  0.28071  -0.31155  1.91724
C  3.94240  -1.52871  1.50959
C  2.98331  -2.61232  1.91169
C  3.50125  -3.49121  3.03226
O  1.78418  -1.92777  2.31567
H  4.90515  -1.92963  1.19038
H  4.13838  -0.84431  2.33516
H  3.50387  -0.95598  0.69069
H  2.73168  -3.26274  1.06515
H  4.35154  -4.09529  2.71842
H  2.72196  -4.16974  3.39860
H  3.78086  -2.89940  3.90906
H  1.13600  -2.58118  2.59786
C  -5.28006  0.13137  -4.58275
C  -3.97305  0.03554  -3.83807
C  -3.81476  -1.28789  -3.12827
O  -2.84808  0.19509  -4.69779
H  -5.49049  -0.77568  -5.15147
H  -5.28651  0.99886  -5.24291
H  -6.10330  0.24912  -3.87096
H  -3.97635  0.83548  -3.08403
H  -4.69040  -1.53541  -2.53013
H  -2.93548  -1.27933  -2.48107
H  -3.65225  -2.09115  -3.85139
H  -2.76532  1.12810  -4.91672
C  -0.40428  4.37304  1.01834
C  0.01440  5.64388  1.73694
C  -0.06901  5.49375  3.23908
O  1.31762  6.05911  1.33649
H  -0.01530  4.34134  0.00038
H  -1.49274  4.30568  0.94380
H  -0.04202  3.49671  1.55791
H  -0.65385  6.46021  1.44610
H  -1.10291  5.49498  3.59188
H  0.46611  6.30955  3.72781
H  0.38186  4.55602  3.58117
H  1.84949  5.25955  1.21844

Force components x, y, z for each atom (eV/Å):
0.426 0.196 0.134
-0.950 -0.155 -0.320
0.543 0.155 0.665
0.210 0.052 0.020
-0.028 -0.003 -0.009
-0.083 0.054 0.066
-0.103 -0.037 -0.051
0.210 -0.052 -0.024
-0.047 -0.077 -0.228
-0.035 0.126 -0.144
-0.188 -0.209 -0.182
0.022 -0.026 0.079
-0.342 0.198 -0.071
0.578 -0.075 -0.311
-0.419 -0.270 0.421
-0.030 0.027 0.080
0.142 -0.106 -0.095
0.004 0.048 0.101
0.171 0.010 0.058
-0.195 0.013 0.106
0.127 -0.039 -0.144
-0.068 0.092 -0.032
0.073 0.086 -0.076
-0.021 -0.009 -0.009
0.598 0.113 -0.685
-0.099 0.136 0.650
0.229 0.006 -0.237
-0.061 -0.048 -0.204
-0.113 -0.179 0.367
-0.362 0.030 0.146
0.004 -0.035 0.079
-0.090 -0.145 -0.156
-0.025 0.071 0.002
-0.069 0.120 0.009
-0.070 -0.046 -0.043
0.269 0.119 0.019
0.199 0.189 -0.330
-0.326 -0.234 0.305
-0.212 -0.046 0.587
-0.150 -0.040 0.052
-0.072 -0.095 -0.084
-0.141 -0.066 0.103
0.136 0.053 0.002
0.136 0.148 -0.141
0.037 0.039 -0.047
0.041 -0.059 -0.254
0.148 0.111 -0.191
0.079 -0.097 0.041
-0.503 -0.070 -0.021
-0.011 0.197 0.419
0.382 -0.261 0.010
0.082 -0.025 0.017
0.139 0.068 -0.195
-0.037 -0.043 -0.082
0.059 0.030 -0.033
0.173 -0.021 -0.018
-0.057 0.056 0.026
-0.085 0.065 0.026
-0.139 0.095 -0.095
-0.010 -0.046 -0.067
-0.266 -0.096 -0.094
-0.002 0.192 -0.248
0.073 -0.092 0.527
0.039 -0.042 0.057
0.063 0.099 0.022
0.019 -0.065 0.147
-0.032 -0.090 -0.098
0.103 0.031 -0.088
-0.021 0.012 -0.062
-0.105 0.052 -0.040
0.060 0.033 -0.119
-0.004 -0.122 -0.016

# 2
The following is a DFT calculation (ωB97M-V/def2-TZVPD) of a molecular structure, C18H48O6Ti.

Electronic energy = -2015.24711 Eh
Lowest unoccupied orbital energy (spin up / spin down) = -2.0684 / -2.2404 eV
F_max = 1.911 eV Å⁻¹
2S+1 = 4
Net charge = +1

Geometry (Å):
Ti  0.10641  0.39034  0.33782
C  3.09134  0.40673  -3.35658
C  1.74373  0.52747  -2.66424
C  0.61346  0.15440  -3.63182
O  1.68553  -0.35942  -1.54598
H  3.35042  -0.63746  -3.54432
H  3.90042  0.93558  -2.85489
H  3.03983  0.82909  -4.36592
H  1.60818  1.54878  -2.31035
H  0.63859  0.83277  -4.48971
H  -0.34396  0.32535  -3.13246
H  0.63789  -0.87443  -3.98443
H  1.88998  -1.28309  -1.75346
C  2.28017  3.81642  0.17669
C  2.92061  2.47380  0.51658
C  4.24901  2.61323  1.26263
O  2.01909  1.66237  1.27505
H  1.24790  3.75405  -0.14411
H  2.94479  4.31815  -0.53136
H  2.42511  4.43653  1.06901
H  3.21494  1.96787  -0.41237
H  4.16346  3.21261  2.17538
H  5.05264  2.99119  0.63449
H  4.58517  1.63358  1.62206
H  2.46796  1.39960  2.08268
C  -0.83014  -2.47289  -0.96330
C  0.38695  -3.39104  -1.05389
C  0.02340  -4.86621  -1.07229
O  1.16130  -3.08211  -2.23688
H  -1.07486  -1.87627  -1.84078
H  -0.67922  -1.82513  -0.08791
H  -1.75832  -3.00484  -0.72628
H  1.12259  -3.21773  -0.26846
H  0.89779  -5.51059  -1.19450
H  -0.59271  -5.12978  -1.93859
H  -0.48704  -5.22916  -0.17741
H  0.54754  -3.03945  -2.98081
C  -2.55136  2.03650  -2.52828
C  -1.37015  2.67604  -1.80574
C  -1.53302  4.18473  -1.64793
O  -1.23547  2.05281  -0.50077
H  -2.40598  2.17556  -3.60411
H  -3.50822  2.47932  -2.25361
H  -2.53413  0.96413  -2.34034
H  -0.44105  2.50250  -2.34574
H  -2.43897  4.41929  -1.08257
H  -1.79586  4.60477  -2.62841
H  -0.61771  4.70437  -1.38006
H  -1.89900  2.46501  0.06556
C  -3.81294  -0.25025  3.25970
C  -3.01522  -0.59024  1.99631
C  -3.89664  -0.59416  0.77233
O  -1.93932  0.36556  1.85593
H  -3.20113  -0.10215  4.14675
H  -4.48649  -1.07954  3.48615
H  -4.40647  0.64194  3.04610
H  -2.54322  -1.56705  2.10308
H  -4.27041  0.39001  0.47100
H  -4.74632  -1.26146  0.91953
H  -3.35274  -0.90982  -0.12431
H  -2.32701  1.23634  2.00937
C  1.17056  -3.29566  2.96141
C  0.25908  -2.08359  2.93131
C  -0.19237  -1.56639  4.29234
O  0.80533  -1.01335  2.13080
H  2.05101  -3.12707  3.59269
H  1.53082  -3.57934  1.97732
H  0.64093  -4.11240  3.45590
H  -0.65358  -2.36574  2.39413
H  -0.95896  -2.20330  4.73223
H  -0.72939  -0.63165  4.09937
H  0.62803  -1.31880  4.96688
H  1.52739  -0.67720  2.68636

Force components x, y, z for each atom (eV/Å):
0.103 -0.048 0.359
0.086 0.267 -0.778
0.201 -1.545 -1.107
-0.255 1.014 0.198
-0.222 1.102 1.539
0.061 -0.053 0.370
0.009 -0.255 0.256
-0.097 0.194 0.138
-0.121 -0.076 0.326
-0.019 -0.174 -0.070
-0.026 -0.184 0.001
0.304 -0.028 0.040
-0.176 0.016 -0.555
1.485 0.107 0.911
0.961 0.219 -0.596
-0.180 -0.265 0.636
-0.479 -0.282 -0.203
-0.054 -0.012 -0.084
-0.399 -0.125 -0.444
-0.763 0.046 0.030
-0.619 -0.349 0.052
-0.069 0.282 -0.238
-0.128 0.213 -0.035
-0.041 -0.099 -0.283
-0.028 0.002 0.046
-0.596 -0.104 1.078
0.202 -0.478 -0.984
0.107 -0.771 -0.296
-0.073 0.094 0.056
0.499 0.042 -0.130
-0.071 0.385 -0.144
0.207 -0.277 -0.056
-0.316 0.192 0.269
0.215 0.325 0.147
-0.227 0.322 0.096
-0.093 0.343 0.042
0.125 -0.099 -0.002
0.723 0.103 -0.506
-0.542 0.516 0.230
-0.533 -0.107 -1.308
0.273 0.148 -0.243
-0.210 0.021 0.053
-0.009 -0.088 0.164
-0.210 -0.041 0.046
0.027 -0.354 0.177
0.402 0.099 0.588
0.166 -0.202 -0.062
-0.151 -0.037 0.649
0.104 -0.074 0.036
-0.083 -0.439 -0.451
-0.166 0.465 0.567
0.016 -0.055 -0.854
0.255 0.017 -0.305
0.212 0.113 -0.128
-0.148 0.156 -0.055
-0.069 0.017 0.260
0.132 0.082 -0.004
-0.102 0.103 0.568
-0.008 0.020 -0.071
0.092 -0.303 0.208
0.083 -0.053 0.097
0.278 0.223 0.775
-0.835 -0.446 -0.346
-0.397 0.767 -0.625
0.739 -0.036 0.602
-0.012 0.195 -0.096
-0.209 -0.110 -0.112
-0.022 -0.128 -0.292
0.159 0.016 -0.075
0.447 -0.341 0.270
0.128 0.054 -0.001
0.000 -0.377 0.136
-0.042 0.134 -0.473

Which value of electronic energy does entry 1 give?
-1166.02838 Eh

Which value of electronic energy does entry 2 give?
-2015.24711 Eh

Which of these has the highest F_max?
C18H48O6Ti